(1)
{
  "formula": "H2N2O2S",
  "method": "wB97M-V/def2-TZVPD",
  "symbols": ["N", "N", "O", "O", "S", "H", "H"],
  "xyz": [[-1.60109, 1.10537, -0.24231], [1.24441, -0.77757, 0.40054], [0.15581, -1.03347, 0.84938], [2.09497, -1.53256, 0.10344], [1.33078, 1.04296, -0.02845], [-1.50152, 0.25777, 0.17291], [-1.72336, 0.93750, -1.25552]],
  "forces_ev_per_a": [[1.6, 3.8, -1.8], [-1.7, 2.1, -0.7], [-0.3, -0.8, 0.6], [1.5, -0.5, -0.1], [-2.0, -1.0, -0.1], [0.5, -3.6, 1.7], [0.4, 0.0, 0.4]],
  "relative_energy_ev": 5.436,
  "e_lumo_ev": [-3.78, -3.78],
  "e_tot_ha": -659.10415,
  "homo_lumo_gap_ha": [0.234, 0.234]
}

(2)
{
  "formula": "C18H33BaNO3P2",
  "method": "wB97M-V/def2-TZVPD",
  "symbols": ["C", "C", "H", "H", "C", "C", "H", "H", "C", "H", "H", "H", "C", "H", "H", "H", "Ba", "O", "C", "O", "C", "O", "N", "C", "C", "H", "H", "H", "H", "C", "C", "H", "H", "H", "C", "P", "C", "C", "C", "P", "C", "C", "H", "H", "H", "H", "H", "H", "H", "H", "H", "H", "H", "H", "H", "H", "H", "H"],
  "xyz": [[4.23456, -3.33403, -2.45511], [4.79304, -3.49794, -1.25101], [4.43542, -2.40935, -2.99003], [3.48655, -4.03912, -2.83317], [4.49708, -3.48817, 0.12593], [3.60747, -2.71816, 0.81769], [3.59002, -1.61189, 0.72104], [3.38677, -3.01937, 1.91050], [5.94399, -4.20527, -1.88255], [5.96509, -4.13418, -2.97780], [5.94066, -5.28216, -1.72720], [6.91021, -3.78841, -1.61558], [5.47021, -4.41330, 0.85764], [6.54186, -4.09934, 0.78926], [5.40338, -5.35826, 0.31319], [5.08489, -4.54026, 1.87960], [-1.61833, 1.27641, -0.35965], [-0.14906, -0.64787, -0.43776], [-0.47036, -1.80358, -0.86274], [-2.55045, -0.80794, 0.82569], [-2.18763, -1.99265, 0.84203], [-2.73031, -2.92500, 1.61523], [-1.20789, -2.57940, 0.01210], [-2.14385, -4.23349, 1.24134], [-0.98691, -3.98179, 0.29635], [-2.91338, -4.83366, 0.74079], [-1.75659, -4.73808, 2.12984], [-0.98836, -4.57396, -0.63007], [0.00720, -4.04126, 0.77486], [-0.31078, -2.01938, -2.23782], [-0.07204, -0.84794, -2.94232], [-0.77300, -2.85817, -2.88350], [0.88294, -0.41024, -2.53945], [-0.17614, -0.95826, -4.02735], [-0.24340, 4.00834, -0.57582], [0.13186, 4.36126, 1.20914], [-0.25357, 6.16972, 1.22450], [-1.41114, 3.70657, 2.04267], [-2.78392, 4.25640, 1.60270], [-3.93158, 3.03888, 0.79480], [-5.49179, 3.32460, 1.68602], [-4.26873, 3.90466, -0.79577], [0.08862, 4.87175, -1.16469], [-1.31761, 3.87313, -0.82050], [0.37145, 3.15085, -0.91336], [-1.11026, 6.43382, 0.59239], [-0.43422, 6.50096, 2.25517], [0.63870, 6.68623, 0.84550], [-1.37517, 2.59453, 2.03233], [-1.25585, 3.99348, 3.09525], [-3.33425, 4.59192, 2.49675], [-2.67690, 5.12535, 0.93722], [-5.87305, 4.33379, 1.47604], [-6.21930, 2.57263, 1.34682], [-5.31746, 3.19887, 2.76386], [-4.95452, 4.74099, -0.60274], [-3.36185, 4.28404, -1.29216], [-4.76234, 3.19268, -1.47612]],
  "forces_ev_per_a": [[-3.4, 0.8, -1.3], [0.4, 0.4, 3.4], [1.2, -0.9, -1.2], [-0.9, 0.7, 0.1], [1.6, -1.5, -1.2], [-0.5, 1.1, 2.3], [-0.7, -0.9, -0.8], [0.7, 0.5, -1.7], [2.8, 0.9, -0.5], [-0.2, -0.1, -0.3], [-0.5, 0.0, 0.1], [0.5, -0.1, 0.4], [-0.9, -0.6, 0.0], [-1.0, 0.1, 0.3], [0.3, -0.3, 0.6], [0.7, 0.0, -0.2], [-0.1, -0.2, -0.1], [0.1, -1.5, 0.4], [0.0, 2.4, 2.4], [0.4, -1.7, 0.0], [0.1, 0.3, -0.1], [1.0, -0.2, -0.9], [-0.5, 0.9, -0.2], [-0.3, -0.9, 0.4], [0.8, 0.5, -0.2], [0.0, 0.3, 0.5], [-0.6, 0.2, 0.0], [-0.2, 0.0, 0.4], [-0.5, -0.4, -0.1], [-2.2, -0.3, -4.1], [3.1, -2.9, -0.3], [0.6, 1.0, 1.8], [-1.6, 1.1, -0.3], [-0.1, 0.6, 0.3], [0.0, 0.0, -0.4], [-0.3, 0.3, 0.3], [0.2, -0.1, -0.1], [0.1, 0.1, 0.1], [-0.3, 0.1, 0.2], [0.1, 0.6, 0.1], [-0.2, -0.3, 0.0], [-0.3, -0.3, -0.3], [0.0, -0.2, 0.0], [0.4, 0.3, 0.1], [-0.2, 0.3, -0.1], [0.2, 0.0, 0.2], [0.1, -0.1, -0.3], [-0.3, 0.0, 0.1], [0.0, 0.4, 0.3], [0.1, -0.4, -0.3], [0.3, 0.1, -0.3], [-0.1, -0.2, 0.3], [0.1, -0.3, 0.1], [0.1, 0.3, 0.2], [-0.2, 0.0, -0.3], [0.3, -0.1, -0.2], [-0.3, -0.1, 0.2], [0.0, 0.4, 0.1]],
  "e_lumo_ev": [-6.91, -7.67],
  "e_tot_ha": -1693.57256,
  "charge": 2,
  "homo_lumo_gap_ha": [0.151, 0.094]
}

(3)
{
  "formula": "C2H6N3O2",
  "method": "wB97M-V/def2-TZVPD",
  "symbols": ["C", "C", "N", "N", "N", "O", "O", "H", "H", "H", "H", "H", "H"],
  "xyz": [[-1.14684, 0.06824, 1.16869], [0.16139, 0.52486, -0.27517], [-2.17512, 0.70503, 1.53254], [-2.94908, 0.23952, 2.85637], [1.11570, -0.58266, -0.38779], [-2.46345, -0.71163, 3.32909], [-3.87038, 0.91609, 3.07896], [-0.81123, -0.74789, 1.79949], [-0.50521, 0.56421, -1.13574], [-2.57509, 1.51505, 1.06866], [1.66053, -0.66337, 0.47835], [1.75622, -0.27365, -1.13189], [0.74272, -1.50807, -0.65118]],
  "forces_ev_per_a": [[3.4, 0.3, -3.4], [-3.3, 1.0, 3.2], [0.0, -0.2, 0.2], [0.8, 0.4, -1.3], [-0.1, -0.9, 0.0], [0.2, -0.8, 0.7], [-0.9, 0.6, 0.4], [-0.3, 0.0, 0.4], [0.1, -0.3, -0.1], [-0.2, 0.0, 0.1], [0.0, 0.0, -0.4], [0.0, -0.2, 0.2], [0.3, 0.1, 0.0]],
  "relative_energy_ev": 7.334,
  "e_lumo_ev": [-4.70, -4.70],
  "e_tot_ha": -394.01192,
  "charge": 1,
  "homo_lumo_gap_ha": [0.296, 0.296]
}

(4)
{
  "formula": "C27H41F17O17P",
  "method": "wB97M-V/def2-TZVPD",
  "symbols": ["F", "C", "F", "F", "C", "F", "F", "C", "F", "F", "C", "F", "F", "C", "F", "F", "C", "F", "F", "C", "F", "F", "C", "F", "F", "C", "C", "C", "C", "O", "P", "O", "H", "H", "H", "H", "H", "H", "H", "H", "H", "H", "H", "C", "O", "C", "O", "O", "C", "H", "H", "H", "H", "H", "H", "C", "O", "C", "O", "O", "C", "H", "H", "H", "H", "H", "H", "C", "O", "C", "O", "O", "C", "H", "H", "H", "H", "H", "H", "C", "O", "C", "O", "O", "C", "H", "H", "H", "H", "H", "H", "C", "O", "C", "O", "O", "C", "H", "H", "H", "H", "H", "H"],
  "xyz": [[5.63570, -5.43636, 1.17683], [4.54760, -4.47774, 0.73206], [4.67013, -4.47916, -0.75171], [3.29110, -5.16249, 1.22021], [4.89125, -3.08255, 1.47794], [6.40197, -2.97568, 1.44836], [4.59876, -3.29417, 2.94676], [4.28588, -1.70133, 0.97371], [5.45969, -0.84938, 0.52368], [3.77109, -0.91970, 2.16326], [3.21380, -1.58205, -0.19695], [2.83789, -0.11315, -0.26413], [3.78992, -1.82580, -1.57517], [1.79865, -2.36626, -0.14557], [1.84769, -3.70080, -0.85573], [0.92328, -1.53812, -1.07102], [0.98904, -2.39395, 1.26649], [1.74106, -2.98894, 2.42098], [0.78319, -0.94926, 1.65988], [-0.43480, -3.25039, 1.24407], [-0.98029, -3.50847, -0.10423], [-0.05368, -4.61915, 1.76820], [-1.56381, -2.70027, 2.29566], [-2.45523, -3.86889, 2.60584], [-0.88227, -2.38582, 3.60723], [-2.36457, -1.35049, 1.85976], [-3.30052, -1.46542, 0.52127], [-4.52719, -2.54656, 0.61015], [-5.39251, -2.70021, 1.99393], [-6.31555, -3.83702, 1.67626], [-6.68359, -3.72630, -0.02916], [-5.56398, -2.42806, -0.46037], [-1.70509, -0.38447, 1.73287], [-3.11122, -1.09875, 2.75777], [-2.68008, -1.63246, -0.48008], [-3.81065, -0.39508, 0.38063], [-3.98740, -3.56696, 0.39472], [-6.06548, -1.77969, 2.31477], [-4.84857, -3.01639, 2.98110], [-7.56317, -4.86691, 0.04564], [-5.69226, -4.65603, -0.51092], [-7.18228, -3.57565, -1.38943], [-7.71024, -2.81000, 0.40455], [-4.67234, 4.54590, 1.61741], [-3.43116, 4.72481, 0.93802], [-2.81311, 3.56778, 0.59047], [-3.22678, 2.44001, 0.80911], [-1.65491, 3.88313, -0.04243], [-0.89320, 2.75512, -0.46845], [-5.07765, 5.53521, 1.84697], [-5.38949, 4.01969, 0.97920], [-4.52288, 4.00812, 2.55924], [-1.45923, 2.15733, -1.19017], [-0.59261, 2.14570, 0.38995], [0.01050, 3.12422, -0.96142], [-0.44641, 6.51858, 1.93563], [0.48848, 6.73499, 0.88052], [1.69200, 7.20996, 1.28969], [2.01292, 7.45270, 2.44247], [2.47652, 7.36815, 0.19382], [3.78326, 7.86581, 0.47466], [-1.37215, 6.13910, 1.49438], [-0.06818, 5.76984, 2.63910], [-0.67068, 7.45787, 2.45139], [4.33068, 7.17086, 1.11966], [3.72816, 8.85897, 0.93200], [4.32256, 7.95293, -0.47271], [6.79332, -2.83392, -1.70578], [7.94144, -1.99442, -1.60016], [8.28575, -1.37148, -2.75553], [7.70819, -1.47577, -3.82621], [9.38420, -0.61247, -2.51311], [9.86293, 0.10615, -3.64823], [6.60959, -3.28026, -0.72459], [5.91206, -2.24908, -1.98839], [6.97023, -3.64139, -2.42360], [9.10440, 0.80866, -4.00847], [10.16259, -0.58373, -4.44375], [10.74245, 0.67820, -3.33978], [-10.43162, 2.09813, 3.42011], [-9.90778, 1.72201, 4.69220], [-8.80644, 0.93159, 4.63089], [-8.26067, 0.53987, 3.61134], [-8.41769, 0.65246, 5.90070], [-7.26140, -0.17754, 5.99122], [-11.30932, 2.72811, 3.58888], [-9.69482, 2.67842, 2.85538], [-10.74568, 1.21440, 2.85533], [-6.39777, 0.31183, 5.52937], [-7.44865, -1.15228, 5.52927], [-7.04103, -0.33574, 7.05063], [6.02793, -1.24310, -5.85951], [5.33080, -0.29478, -6.66497], [4.08696, -0.68749, -7.03931], [3.55076, -1.74505, -6.74800], [3.54319, 0.30047, -7.79410], [2.22471, 0.02321, -8.26190], [7.00948, -0.82550, -5.61893], [5.49109, -1.42251, -4.92242], [6.17699, -2.17928, -6.40718], [1.53573, -0.10547, -7.42084], [2.22165, -0.86232, -8.90565], [1.88894, 0.87953, -8.85345]],
  "forces_ev_per_a": [[-3.7, 3.3, -1.5], [0.9, -5.1, -0.2], [-1.1, 0.3, 5.4], [4.4, 3.1, -2.2], [2.9, -1.0, 3.5], [-5.0, -0.3, 0.0], [0.7, 0.7, -5.1], [2.0, 4.7, 1.6], [-3.7, -2.8, 1.1], [1.4, -2.9, -3.9], [-0.7, 3.0, -3.5], [1.4, -4.7, 0.6], [-1.6, 0.4, 4.8], [-2.3, -0.2, -3.5], [0.2, 4.4, 3.0], [2.6, -2.6, 3.0], [0.0, 0.9, 2.7], [-1.7, 2.0, -4.0], [0.6, -4.6, -1.5], [-0.4, -3.3, 0.0], [1.9, 1.2, 4.3], [-0.9, 4.0, -1.8], [-1.0, 0.0, 1.7], [2.9, 3.7, -1.1], [-1.4, -1.1, -3.6], [-1.6, 0.1, 0.2], [-1.2, 1.1, -0.7], [0.4, -0.6, -0.4], [-1.0, -0.9, 0.5], [2.7, 1.9, 0.2], [-2.5, -0.8, -2.0], [2.8, 0.4, 3.2], [-0.7, -2.4, 0.4], [1.8, -0.8, -1.8], [-1.2, 0.2, 2.3], [1.3, -2.1, 0.5], [-1.1, 1.5, 0.8], [1.5, -1.4, -1.1], [-0.4, 0.6, -2.0], [-0.3, 0.0, 0.7], [0.5, 0.1, 0.5], [0.1, -0.1, -0.2], [0.0, 0.3, -0.1], [-0.5, -0.1, 0.3], [0.7, -0.6, -0.3], [-0.2, -0.8, 0.0], [0.7, 1.8, -0.3], [-1.0, 0.1, 0.6], [0.3, -0.4, -0.2], [0.3, -0.1, -0.2], [0.2, -0.1, 0.2], [-0.1, -0.1, -0.3], [0.0, 0.0, 0.3], [-0.2, 0.0, -0.2], [-0.3, 0.2, 0.2], [-0.5, -0.1, 0.4], [1.2, 0.4, 0.1], [-0.1, 0.0, 0.4], [-0.4, -0.3, -1.6], [-0.6, -0.1, 0.7], [0.4, 0.2, 0.1], [0.4, 0.1, -0.2], [0.0, 0.3, 0.0], [0.2, -0.2, 0.0], [-0.2, 0.2, 0.0], [0.0, -0.3, 0.1], [-0.4, -0.1, 0.1], [-0.4, -0.3, 0.0], [0.5, 0.7, -1.0], [-0.1, -0.2, 0.1], [1.2, 0.0, 1.9], [-0.9, -0.6, -0.1], [0.2, 0.3, -0.4], [0.5, 0.3, -0.4], [0.3, -0.2, -0.1], [-0.1, 0.2, 0.0], [0.1, -0.2, 0.0], [-0.2, 0.1, 0.1], [-0.2, -0.2, 0.2], [-0.2, 0.1, -0.4], [0.7, -0.5, 0.2], [0.5, -0.4, -0.7], [-0.9, 0.7, 1.7], [-0.5, 0.4, -0.8], [0.4, -0.4, 0.0], [0.2, -0.2, 0.3], [-0.1, -0.3, 0.0], [0.2, 0.2, 0.0], [-0.2, -0.2, -0.1], [0.1, 0.3, -0.1], [-0.3, 0.2, -0.1], [0.4, -0.2, 0.2], [-1.3, -0.1, -0.6], [0.0, -0.4, 0.2], [0.7, 1.5, -0.5], [0.5, -0.6, 0.5], [-0.5, -0.1, -0.2], [-0.6, 0.1, -0.4], [0.1, 0.0, -0.3], [-0.2, 0.1, 0.1], [0.2, -0.2, -0.2], [0.0, 0.1, 0.3], [0.3, 0.0, 0.2]],
  "e_lumo_ev": -0.31,
  "e_tot_ha": -4371.15006,
  "charge": -1,
  "homo_lumo_gap_ha": 0.127
}